Entry 1:
{
  "formula": "C19H18ClFN2O6",
  "method": "wB97M-V/def2-TZVPD",
  "orbital_gap_ev": 8.7732,
  "smiles": "CCOC(=O)C(=O)/C(=C\\N(C)C)c1onc(-c2c(F)cccc2Cl)c1C(=O)OC",
  "fmax_ha_per_bohr": 0.0265,
  "lumo_energy_ev": 0.585,
  "e_homo_ev": -8.1885,
  "relative_energy_ev": 0.0000,
  "total_energy_ha": -1855.79159,
  "elements": ["C", "C", "H", "H", "O", "C", "O", "C", "O", "C", "C", "N", "C", "H", "H", "H", "C", "H", "H", "H", "H", "C", "C", "C", "N", "O", "C", "C", "C", "C", "C", "C", "Cl", "H", "H", "H", "F", "C", "O", "O", "C", "H", "H", "H", "H", "H", "H"],
  "positions_angstrom": [[2.80049, 2.39564, -0.24429], [2.41467, 1.50371, -1.40700], [2.86281, 0.50852, -1.31165], [2.72754, 1.93110, -2.36550], [0.98501, 1.35485, -1.42172], [0.49850, 0.53888, -2.33824], [1.16529, -0.05110, -3.15498], [-1.02054, 0.31947, -2.32526], [-1.77150, 1.02152, -2.96552], [-1.36876, -0.93063, -1.64623], [-2.25451, -1.88242, -2.09632], [-2.79793, -2.01665, -3.30002], [-2.39392, -1.23154, -4.43570], [-2.76325, -0.20316, -4.36887], [-2.76982, -1.69574, -5.34461], [-1.30373, -1.18015, -4.47850], [-3.82563, -2.99789, -3.53702], [-4.74340, -2.50702, -3.86976], [-3.50821, -3.70030, -4.31177], [-4.04055, -3.55398, -2.62739], [-2.50333, -2.67214, -1.39582], [-0.70016, -1.18373, -0.39490], [-0.28592, -0.31633, 0.60342], [0.35840, -1.17478, 1.53904], [0.30491, -2.41530, 1.13846], [-0.34593, -2.43254, -0.05323], [0.99284, -0.76483, 2.79537], [2.37665, -0.71556, 2.91519], [3.00217, -0.30485, 4.07735], [2.22298, 0.07181, 5.15717], [0.84186, 0.04414, 5.07166], [0.23717, -0.36961, 3.89631], [-1.48194, -0.39730, 3.77869], [0.23107, 0.34202, 5.90860], [2.69521, 0.39391, 6.07193], [4.07917, -0.28314, 4.12108], [3.13134, -1.05378, 1.85503], [-0.61458, 1.10268, 0.73793], [-1.49960, 1.65753, 0.13791], [0.15545, 1.70652, 1.66011], [-0.14266, 3.07206, 1.90375], [0.67745, 3.46196, 2.50164], [-0.23050, 3.61170, 0.95899], [-1.08578, 3.15891, 2.44756], [2.46880, 1.95413, 0.69151], [2.34180, 3.37479, -0.35356], [3.88060, 2.50861, -0.22081]]
}



Entry 2:
{
  "formula": "C19H18F3N3O3",
  "method": "wB97M-V/def2-TZVPD",
  "orbital_gap_ev": 8.3179,
  "smiles": "CCOc1c2ccc(C(=O)NCc3ccc(OC(F)(F)F)cc3)cc2nn1C",
  "fmax_ha_per_bohr": 0.0348,
  "lumo_energy_ev": 0.517,
  "e_homo_ev": -7.8004,
  "relative_energy_ev": 0.0000,
  "total_energy_ha": -1424.43626,
  "elements": ["C", "C", "H", "H", "O", "C", "N", "N", "C", "C", "C", "C", "C", "C", "H", "H", "C", "O", "N", "H", "C", "C", "C", "C", "C", "C", "C", "H", "H", "O", "C", "F", "F", "F", "H", "H", "H", "H", "H", "C", "H", "H", "H", "H", "H", "H"],
  "positions_angstrom": [[-8.80570, -0.41190, -0.71668], [-7.34490, -0.02191, -0.56662], [-7.23445, 0.77376, 0.18124], [-6.94102, 0.33124, -1.52398], [-6.63189, -1.17397, -0.14491], [-5.30289, -1.04172, 0.04892], [-4.62620, -2.13872, 0.43890], [-3.32154, -1.92554, 0.61100], [-3.13353, -0.63694, 0.32364], [-1.93328, 0.08946, 0.35336], [-1.97168, 1.42070, 0.02049], [-3.18608, 2.03994, -0.36710], [-4.36856, 1.36084, -0.40065], [-4.37021, -0.00190, -0.04740], [-5.27574, 1.86418, -0.69791], [-3.14194, 3.08224, -0.64294], [-0.74745, 2.26902, -0.00521], [-0.59332, 3.18451, -0.79166], [0.17428, 1.96510, 0.94352], [0.01847, 1.17726, 1.55082], [1.46634, 2.61208, 0.99654], [2.55749, 1.69456, 0.50856], [3.61696, 1.32895, 1.32258], [4.60459, 0.46503, 0.87202], [4.51410, -0.03971, -0.41155], [3.45884, 0.31086, -1.24332], [2.48841, 1.17495, -0.78130], [1.66774, 1.45805, -1.42275], [3.42177, -0.09930, -2.23892], [5.44818, -0.92678, -0.98331], [6.49109, -1.33408, -0.29640], [6.18842, -2.01168, 0.82783], [7.21064, -2.15806, -1.05180], [7.32170, -0.34971, 0.09563], [5.41687, 0.20503, 1.53153], [3.68703, 1.72238, 2.32569], [1.38928, 3.48568, 0.34063], [1.67099, 2.94433, 2.01848], [-1.01943, -0.42892, 0.60100], [-5.19503, -3.43595, 0.66407], [-5.67298, -3.79988, -0.24643], [-4.38662, -4.10231, 0.95430], [-5.94345, -3.38703, 1.45633], [-8.90591, -1.20519, -1.45242], [-9.38387, 0.44872, -1.03948], [-9.19586, -0.76798, 0.23292]]
}



Entry 3:
{
  "formula": "C19H18F5GeNO4PdSSe",
  "method": "wB97M-V/def2-TZVPD",
  "orbital_gap_ev": [7.5711, 6.2471],
  "fmax_ha_per_bohr": 0.0230,
  "lumo_energy_ev": [0.140, -3.143],
  "multiplicity": 5,
  "e_homo_ev": [-7.4309, -9.3898],
  "relative_energy_ev": 0.5184,
  "total_energy_ha": -6594.06170,
  "elements": ["Pd", "O", "S", "O", "N", "C", "O", "C", "C", "C", "C", "C", "C", "H", "H", "H", "H", "C", "Ge", "C", "C", "C", "H", "H", "H", "H", "H", "H", "H", "H", "H", "H", "H", "F", "C", "C", "F", "C", "F", "C", "Se", "C", "F", "C", "F", "C", "C", "O", "H", "H", "H"],
  "positions_angstrom": [[0.12768, 0.09570, 0.59359], [2.81382, 3.47289, -0.76738], [1.39397, 3.38783, -0.93566], [0.86846, 3.23790, -2.26097], [0.77383, 2.21537, 0.05126], [-0.15720, 2.69459, 0.86702], [-0.86842, 1.92962, 1.55985], [-0.26600, 4.17473, 0.86322], [-1.04577, 4.97602, 1.67738], [-0.97311, 6.35152, 1.49381], [-0.14742, 6.90156, 0.51910], [0.63527, 6.09068, -0.29684], [0.55813, 4.73002, -0.09920], [-1.68326, 4.53477, 2.43165], [-1.56885, 7.00434, 2.11841], [-0.11046, 7.97514, 0.39021], [1.28474, 6.50344, -1.05751], [-2.41017, -1.03542, 0.86601], [-2.02139, -1.23072, -1.09106], [-3.67224, -0.68988, -2.03274], [-1.57533, -3.12981, -1.43288], [-0.53595, -0.08217, -1.61066], [-3.21150, -1.72311, 1.13916], [-2.73421, -0.01997, 1.09149], [-1.56250, -1.29033, 1.51956], [-4.51077, -1.31134, -1.71810], [-3.53895, -0.79732, -3.10903], [-3.90345, 0.35231, -1.81395], [-2.28154, -3.55558, -2.14590], [-1.62982, -3.71014, -0.51141], [-0.57079, -3.22182, -1.84651], [-0.73863, 0.93772, -1.92004], [0.29157, -0.52862, -2.15236], [1.81543, -7.62589, -1.51934], [1.74848, -6.38585, -1.05996], [0.86484, -6.07346, -0.03777], [0.08050, -7.01541, 0.47485], [0.81189, -4.77633, 0.43461], [-0.04666, -4.47404, 1.41756], [1.61176, -3.77737, -0.09022], [1.56056, -1.97477, 0.71776], [2.47607, -4.10658, -1.11729], [3.25442, -3.15900, -1.65042], [2.55533, -5.39935, -1.60389], [3.39855, -5.70106, -2.58695], [2.50692, 1.13945, 2.58262], [1.36697, 0.17466, 2.47197], [0.59277, -0.16468, 3.30277], [3.30379, 0.62905, 3.13025], [2.19263, 2.01785, 3.14909], [2.87599, 1.43285, 1.60482]]
}



Entry 4:
{
  "formula": "C19H18F5O4S",
  "method": "wB97M-V/def2-TZVPD",
  "orbital_gap_ev": 6.3819,
  "fmax_ha_per_bohr": 0.0334,
  "lumo_energy_ev": 1.579,
  "e_homo_ev": -4.8029,
  "charge": -1,
  "total_energy_ha": -1933.36620,
  "elements": ["C", "C", "C", "C", "C", "O", "C", "C", "C", "C", "C", "S", "C", "C", "C", "C", "F", "F", "C", "F", "F", "F", "C", "C", "O", "H", "H", "H", "H", "H", "H", "H", "H", "H", "H", "H", "H", "H", "H", "H", "C", "C", "O", "O", "H", "H", "H"],
  "positions_angstrom": [[1.16410, -4.76612, 0.54841], [0.20164, -4.60910, -0.66697], [0.14639, -3.11567, -1.00258], [1.25676, -2.47462, -1.32546], [1.14046, -0.99555, -1.58735], [1.76548, -0.44319, -2.47064], [0.14306, -0.28970, -0.69235], [0.38667, 0.98523, -0.20230], [1.61932, 1.84176, -0.42213], [2.99803, 1.18758, -0.18928], [3.09279, 0.23414, 1.02458], [3.98685, -1.33612, 0.66397], [-0.58770, 1.53656, 0.60334], [-1.74544, 0.87983, 0.89124], [-2.00832, -0.38574, 0.41310], [-3.30575, -1.10999, 0.73821], [-3.03556, -2.29557, 1.33396], [-4.03715, -1.31970, -0.37573], [-4.26001, -0.30333, 1.66662], [-3.75815, -0.09416, 2.87786], [-5.38101, -1.04349, 1.82964], [-4.65215, 0.82180, 1.07734], [-1.03116, -0.96218, -0.37011], [-1.15465, -2.37117, -0.93028], [-2.19306, -2.86334, -1.32173], [1.20209, -3.84530, 1.13530], [0.85376, -5.56308, 1.22668], [2.18289, -4.91391, 0.18186], [-0.79842, -4.90247, -0.34084], [0.55324, -5.19530, -1.51417], [2.22207, -2.95990, -1.40074], [1.58530, 2.24959, -1.43403], [1.54767, 2.68654, 0.26227], [3.40444, 0.68233, -1.06480], [3.69520, 2.00979, 0.00325], [2.13169, -0.05774, 1.45051], [3.68078, 0.68221, 1.82742], [3.89054, -1.48848, -0.67054], [-0.45338, 2.53170, 1.04920], [-2.45094, 1.38786, 1.53346], [-0.94999, 6.20455, -0.82671], [-0.06110, 5.04496, -0.34014], [-0.38503, 4.52351, 0.75892], [0.89006, 4.74476, -1.09107], [-1.75692, 6.40906, -0.12182], [-0.34810, 7.10827, -0.94048], [-1.38729, 5.95292, -1.79489]]
}



Entry 5:
{
  "formula": "C19H18F6N2O8",
  "method": "wB97M-V/def2-TZVPD",
  "orbital_gap_ev": 7.1664,
  "smiles": "Nc1c(CON=O)ccc2c1C(=O)C=CC2=O.CCOC(=O)C(F)(F)F.CCOC(=O)C(F)(F)F",
  "fmax_ha_per_bohr": 0.1643,
  "lumo_energy_ev": -1.817,
  "e_homo_ev": -8.9837,
  "total_energy_ha": -2044.86737,
  "elements": ["N", "C", "C", "C", "O", "N", "O", "C", "C", "C", "C", "C", "O", "C", "C", "C", "O", "H", "H", "H", "H", "H", "H", "H", "H", "C", "C", "O", "C", "O", "C", "F", "F", "F", "H", "H", "H", "H", "H", "C", "C", "O", "C", "O", "C", "F", "F", "F", "H", "H", "H", "H", "H"],
  "positions_angstrom": [[1.09336, 0.96145, -3.19776], [-0.20645, 0.18065, -3.09735], [-1.25830, 0.44556, -1.85117], [-0.77717, 1.60239, -0.74629], [-1.71646, 1.73936, 0.38729], [-1.39151, 0.80446, 1.31011], [-0.69890, 1.38494, 2.14779], [-2.66211, -0.40532, -1.74241], [-3.11386, -1.59253, -2.82244], [-2.02475, -1.86317, -4.05447], [-0.60483, -0.99130, -4.19960], [0.40304, -1.38351, -5.47536], [1.10462, -0.45760, -6.15484], [0.41535, -3.01219, -5.85538], [-0.86787, -3.81005, -5.70881], [-2.27003, -3.04582, -5.21144], [-3.47318, -3.34189, -5.72215], [0.87324, 1.82751, -3.77615], [1.81779, 0.40852, -3.74427], [0.31906, 1.34627, -0.35591], [-0.71142, 2.60656, -1.37319], [-3.41571, -0.19387, -0.85999], [-4.10451, -2.21409, -2.74728], [1.39500, -3.57746, -6.22691], [-0.82954, -4.97834, -5.95079], [-1.08065, 1.78248, 5.67346], [-2.29373, 2.41876, 5.01641], [-3.35612, 2.57986, 5.97029], [-3.26279, 3.66886, 6.79886], [-2.33788, 4.47672, 6.76366], [-4.47521, 3.74773, 7.72456], [-4.78649, 2.54537, 8.28977], [-5.59686, 4.15903, 7.06680], [-4.30092, 4.61707, 8.75971], [-1.35437, 0.84053, 6.16105], [-0.29928, 1.58690, 4.93450], [-0.66564, 2.43325, 6.45067], [-2.67214, 1.75785, 4.22995], [-2.04363, 3.37546, 4.54627], [6.11648, -0.58321, -0.28226], [5.57492, -1.25555, -1.53238], [4.56550, -2.21860, -1.18871], [3.31246, -1.71764, -0.94354], [3.03204, -0.52271, -0.99688], [2.32983, -2.84711, -0.64051], [2.83141, -3.76055, 0.24044], [1.99172, -3.54722, -1.76097], [1.15907, -2.40558, -0.10008], [6.47465, -1.33022, 0.43443], [6.93821, 0.09281, -0.53243], [5.33631, -0.00535, 0.22491], [6.38042, -1.80528, -2.02984], [5.18783, -0.52416, -2.24938]]
}